Molecular formula: C10H25FeN2O4
Method: DFT, ωB97M-V with the def2-TZVPD basis set

Cartesian coordinates (Å):
Fe1 0.08 -0.30 -0.26
C1 3.58 0.23 -5.06
C2 2.66 -0.01 -3.82
O1 1.63 0.60 -3.64
O2 2.99 -0.72 -2.84
H1 3.64 1.32 -4.97
H2 3.16 -0.07 -6.02
H3 4.63 -0.03 -4.94
C3 1.81 -0.80 4.95
C4 1.61 -0.18 3.55
C5 2.90 0.38 2.93
O3 2.33 1.12 1.84
C6 3.13 2.34 1.43
N1 1.18 -1.21 2.60
H4 0.95 -1.23 5.47
H5 2.11 0.08 5.52
H6 2.56 -1.58 5.03
H7 0.86 0.59 3.71
H8 3.55 -0.36 2.46
H9 3.32 0.90 3.79
H10 3.57 2.26 0.44
H11 3.88 2.67 2.15
H12 2.37 3.12 1.37
H13 0.44 -1.67 3.12
H14 1.79 -2.01 2.60
C7 -5.21 1.01 -0.50
C8 -3.97 0.20 -0.55
C9 -3.66 -0.75 -1.80
O4 -2.63 -1.64 -1.29
C10 -2.13 -2.52 -2.32
N2 -2.79 1.06 -0.43
H15 -6.03 0.30 -0.44
H16 -5.28 1.66 -1.37
H17 -5.17 1.80 0.24
H18 -4.02 -0.40 0.37
H19 -3.32 -0.17 -2.66
H20 -4.56 -1.28 -2.13
H21 -2.93 -3.16 -2.69
H22 -1.30 -3.15 -1.99
H23 -1.91 -1.95 -3.22
H24 -2.85 1.67 0.37
H25 -2.98 1.86 -1.00

The spin multiplicity is 5. Its HOMO-LUMO gap (spin up / spin down) is 4.044 / 3.962 eV. The total charge is +1.

Molecular formula: C4H8Cl2NO
Method: DFT, ωB97M-V with the def2-TZVPD basis set

Cartesian coordinates (Å):
C1 -0.12 0.19 -2.05
C2 -1.12 -0.32 1.60
C3 0.23 -0.82 -1.13
C4 -0.16 0.47 0.85
N1 1.04 0.41 1.28
O1 0.72 1.08 -2.50
Cl1 -1.83 0.65 -2.24
Cl2 1.86 -1.27 -0.99
H1 -0.70 -1.30 2.08
H2 -1.67 0.23 2.41
H3 -1.95 -0.55 0.81
H4 -0.40 -1.60 -0.80
H5 -0.50 1.39 0.41
H6 1.64 0.83 -2.84
H7 1.14 -0.33 1.90
H8 1.84 0.93 1.21

Its HOMO-LUMO gap is 8.741 eV. The calculation puts the energy above the lowest of the compared OMol25 structures with the same formula, charge and spin at 1.398 eV. The total charge is +1.

Molecular formula: C4H9N
Method: DFT, ωB97M-V with the def2-TZVPD basis set

Cartesian coordinates (Å):
C1 -0.48 -2.19 1.47
C2 -1.35 -1.18 1.48
C3 -2.18 -0.86 0.27
H1 0.33 -2.27 2.18
H2 -0.61 -2.84 0.60
H3 -1.42 -0.49 2.31
H4 -1.72 -1.08 -0.69
H5 -2.50 0.18 0.19
H6 -3.09 -1.47 0.34
C4 2.38 2.34 -1.33
N1 2.69 2.33 -2.55
H7 1.43 1.90 -1.06
H8 2.96 2.79 -0.52
H9 3.56 2.84 -2.69

As for the SMILES: C=CC.C=N. Its HOMO-LUMO gap is 10.467 eV. The calculation puts the energy above the lowest of the compared OMol25 structures with the same formula, charge and spin at 1.734 eV.

Molecular formula: C5H9O3Y
Method: DFT, ωB97M-V with the def2-TZVPD basis set

Cartesian coordinates (Å):
O1 1.60 0.55 0.92
C1 1.29 1.41 -0.11
C2 0.15 2.36 0.30
H1 2.34 1.44 -0.84
H2 0.45 3.15 1.00
H3 -0.13 2.91 -0.62
O2 -0.12 -1.82 -0.69
C3 -0.81 -1.12 -1.46
C4 -1.68 -0.05 -0.86
O3 -1.21 0.26 0.43
C5 -1.09 1.65 0.83
Y1 0.47 -1.07 1.16
H4 -0.91 -1.17 -2.56
H5 -2.74 -0.35 -0.87
H6 -1.59 0.82 -1.53
H7 -1.07 1.61 1.93
H8 -2.02 2.16 0.53
H9 0.89 1.10 -1.10

Its HOMO-LUMO gap is 7.729 eV. The calculation puts the energy above the lowest of the compared OMol25 structures with the same formula, charge and spin at 0.000 eV. The total charge is +2.

Molecular formula: Cl2HPS2
Method: DFT, ωB97M-V with the def2-TZVPD basis set

Cartesian coordinates (Å):
P1 -1.23 -0.92 -0.99
S1 2.01 0.83 0.20
S2 -0.10 -2.31 -0.12
Cl1 -2.51 -0.21 0.38
Cl2 0.33 1.37 -0.71
H1 1.50 1.24 1.23

Its HOMO-LUMO gap is 8.036 eV. The calculation puts the energy above the lowest of the compared OMol25 structures with the same formula, charge and spin at 2.088 eV.

Molecular formula: C23H35AsF4GeN2Pt
Method: DFT, ωB97M-V with the def2-TZVPD basis set

Cartesian coordinates (Å):
Pt1 -0.73 -0.69 -0.71
C1 -3.90 -1.57 0.34
N1 -3.06 -0.40 0.09
C2 -3.71 0.48 -0.87
C3 -2.73 0.32 1.33
C4 -1.65 -0.37 2.13
N2 -0.39 -0.37 1.40
C5 0.73 -0.79 2.04
C6 1.99 -0.89 1.38
F1 2.07 -0.68 0.05
C7 3.16 -1.22 2.02
F2 4.29 -1.27 1.30
C8 3.21 -1.50 3.37
C9 2.00 -1.46 4.03
F3 1.97 -1.75 5.34
C10 0.81 -1.15 3.41
F4 -0.30 -1.22 4.17
H1 -4.87 -1.27 0.75
H2 -3.41 -2.25 1.03
H3 -4.06 -2.10 -0.60
H4 -4.68 0.84 -0.50
H5 -3.88 -0.07 -1.80
H6 -3.07 1.33 -1.09
H7 -3.63 0.45 1.95
H8 -2.36 1.31 1.05
H9 -1.98 -1.39 2.37
H10 -1.56 0.17 3.08
H11 4.13 -1.76 3.87
C11 -1.18 3.30 -0.83
As1 0.06 1.78 -0.97
C12 0.83 2.28 -2.69
C13 1.36 2.42 0.38
C14 2.15 3.62 -0.05
C15 1.80 4.91 0.36
C16 2.55 6.00 -0.04
C17 3.66 5.83 -0.85
C18 4.02 4.56 -1.26
C19 3.27 3.46 -0.86
H12 -0.60 4.22 -0.86
H13 -1.74 3.25 0.11
H14 -1.88 3.29 -1.66
H15 1.20 3.31 -2.66
H16 0.05 2.20 -3.45
H17 1.64 1.61 -2.96
H18 2.04 1.60 0.61
H19 0.76 2.63 1.26
H20 0.95 5.05 1.01
H21 2.27 6.99 0.30
H22 4.24 6.69 -1.16
H23 4.89 4.41 -1.88
H24 3.57 2.46 -1.16
C20 -0.26 -5.25 -2.78
Ge1 -0.68 -3.94 -1.35
C21 0.87 -3.92 -0.13
C22 -2.25 -4.62 -0.36
C23 -1.00 -2.16 -2.14
H25 -0.17 -6.24 -2.35
H26 0.68 -5.00 -3.27
H27 -1.05 -5.27 -3.54
H28 1.04 -4.91 0.30
H29 0.69 -3.23 0.69
H30 1.77 -3.61 -0.65
H31 -2.19 -5.71 -0.31
H32 -3.19 -4.35 -0.85
H33 -2.26 -4.24 0.66
H34 -2.01 -2.14 -2.57
H35 -0.28 -2.02 -2.95

Its HOMO-LUMO gap (spin up / spin down) is 6.066 / 6.071 eV. The calculation puts the energy above the lowest of the compared OMol25 structures with the same formula, charge and spin at 2.570 eV.

The records above give, respectively, E values of -56318.25435; -32851.31460; -5782.07816; -12497.86794; -56020.16622; -158867.31297 eV.